No. 1
DFT (the ωB97M-V functional and the def2-TZVPD basis) results for 2 unconnected molecules or ions with the total composition C4H3NO2S.

Each line ends with the natural charge from an NBO analysis.
Atoms and positions in Å:
C  2.309  -0.698  1.047  0.7228
C  -1.580  0.021  0.445  -0.2849
C  -0.561  0.344  -0.444  -0.3861
C  0.569  1.231  -0.160  0.8834
N  1.514  0.074  1.482  -0.7383
O  3.089  -1.502  0.664  -0.5769
O  1.110  2.138  -0.577  -0.3553
S  -0.607  -0.075  -2.118  0.1091
H  -2.413  -0.688  0.136  0.2110
H  -1.643  0.119  1.533  0.2448
H  -1.789  -0.965  -2.008  0.1704

Computed properties:
energy above the lowest of the compared OMol25 structures with the same formula, charge and spin = 85.8 kcal/mol
orbital gap = 8.0 eV
E_HOMO = -9.316 eV
2S+1 = 1
LUMO level = -0.0467 Ha
total charge = 0

---

No. 2
DFT (the ωB97M-V functional and the def2-TZVPD basis) results for a single C4H3NO2S molecule.

Each line ends with the natural charge from an NBO analysis.
Atoms and positions in Å:
O  2.080  -1.323  -0.365  -0.6248
C  1.020  -0.483  0.020  0.6478
C  -0.236  -0.931  0.425  -0.4195
C  -1.401  -0.118  0.030  -0.2249
S  -2.889  -0.455  -0.248  0.0797
C  -0.868  1.278  -0.037  0.0075
N  0.300  1.761  -0.105  -0.0689
O  1.383  0.823  -0.157  -0.3588
H  2.750  -0.661  -0.109  0.4885
H  -0.513  -1.951  0.428  0.2443
H  -1.625  2.061  0.117  0.2290

Computed properties:
energy above the lowest of the compared OMol25 structures with the same formula, charge and spin = 83.2 kcal/mol
orbital gap = 8.4 eV
E_HOMO = -9.027 eV
2S+1 = 1
SMILES = Oc1cc(=S)cno1
LUMO level = -0.0233 Ha
total charge = 0

---

No. 3
DFT (the ωB97M-V functional and the def2-TZVPD basis) results for a single C4H3NO3 molecule.

Each line ends with the natural charge from an NBO analysis.
Atoms and positions in Å:
O  -2.474  -1.021  -0.066  -0.5118
C  -1.540  -0.328  0.065  0.8432
N  -1.481  1.153  0.110  -0.4528
C  -0.234  1.441  -0.020  0.0851
C  0.615  0.292  -0.078  0.1303
C  1.973  0.331  -0.144  0.1548
O  2.637  -0.811  0.034  -0.6607
O  -0.229  -0.848  -0.002  -0.4709
H  0.159  2.403  0.150  0.2044
H  2.543  1.218  -0.305  0.1875
H  3.309  -0.665  0.732  0.4910

Computed properties:
energy above the lowest of the compared OMol25 structures with the same formula, charge and spin = 41.7 kcal/mol
orbital gap = 9.1 eV
E_HOMO = -9.525 eV
2S+1 = 1
SMILES = O=C1N=C/C(=C/O)O1
LUMO level = -0.0167 Ha
total charge = 0

---

No. 4
DFT (the ωB97M-V functional and the def2-TZVPD basis) results for a single C4H3NO3 molecule.

Each line ends with the natural charge from an NBO analysis.
Atoms and positions in Å:
O  2.140  -1.182  -0.080  -0.5626
C  1.213  -0.368  0.054  0.8320
N  1.306  0.954  0.027  -0.5459
C  0.260  1.757  -0.026  0.1786
C  -1.062  1.243  -0.021  -0.4809
C  -1.142  -0.166  0.000  0.7264
O  -2.229  -0.934  -0.054  -0.6181
O  -0.086  -0.914  0.079  -0.4851
H  0.428  2.796  0.032  0.2046
H  -1.975  1.776  -0.002  0.2447
H  -1.804  -1.806  0.168  0.5063

Computed properties:
energy above the lowest of the compared OMol25 structures with the same formula, charge and spin = 27.0 kcal/mol
orbital gap = 9.2 eV
E_HOMO = -9.453 eV
2S+1 = 1
SMILES = O=c1nccc(O)o1
LUMO level = -0.0083 Ha
total charge = 0

---

No. 5
DFT (the ωB97M-V functional and the def2-TZVPD basis) results for a single C4H3NO3 molecule.

Each line ends with the natural charge from an NBO analysis.
Atoms and positions in Å:
O  -2.341  0.886  -1.985  -0.5401
C  -1.702  0.428  -1.065  0.8194
N  -2.093  -0.530  -0.101  -0.4618
C  -1.065  -0.757  0.593  0.1102
C  0.036  0.006  0.127  0.0695
C  1.331  0.059  0.481  0.2022
O  2.316  0.639  -0.156  -0.6291
O  -0.399  0.829  -0.883  -0.4502
H  -0.916  -1.470  1.413  0.2097
H  1.653  -0.585  1.311  0.1692
H  3.179  0.495  0.264  0.5009

Computed properties:
energy above the lowest of the compared OMol25 structures with the same formula, charge and spin = 36.5 kcal/mol
orbital gap = 8.9 eV
E_HOMO = -9.224 eV
2S+1 = 1
SMILES = O=C1N=C/C(=C/O)O1
LUMO level = -0.0121 Ha
total charge = 0

---

No. 6
DFT (the ωB97M-V functional and the def2-TZVPD basis) results for a single C4H3NOS molecule.

Each line ends with the natural charge from an NBO analysis.
Atoms and positions in Å:
C  1.977  -1.710  0.263  -0.1439
C  1.105  -0.883  0.232  -0.0757
C  0.047  0.083  0.048  0.0515
C  -1.136  -0.483  -0.708  0.3819
O  -1.208  -1.604  -1.133  -0.4561
N  0.132  1.257  0.508  -0.4436
S  -1.147  2.398  0.236  0.1735
H  2.706  -2.546  0.310  0.2516
H  -1.990  0.177  -0.749  0.1236
H  -0.487  3.310  0.992  0.1373

Computed properties:
energy above the lowest of the compared OMol25 structures with the same formula, charge and spin = 55.9 kcal/mol
orbital gap = 8.7 eV
E_HOMO = -9.449 eV
2S+1 = 1
SMILES = C#C/C(C=O)=N/S
LUMO level = -0.0272 Ha
total charge = 0